# 1
Computed, not measured: C54H45GeN5O3S4Tc as an isolated structure, with ωB97M-V/def2-TZVPD.

Geometry (Å):
Tc1 0.6723 1.6796 1.7717
O1 -0.2430 0.9440 3.1750
C1 -1.3438 0.6081 3.8441
C2 -1.2253 0.5691 5.2375
C3 -2.3090 0.2634 6.0081
C4 -3.5500 0.0028 5.3974
C5 -3.6472 0.0064 4.0400
C6 -2.5421 0.2826 3.1735
C7 -2.1792 0.8831 0.6709
N1 -1.0831 1.6933 0.5942
N2 -1.1005 2.4672 -0.4777
C8 0.0589 3.0944 -0.5930
O2 0.9908 2.7963 0.2403
C9 0.2989 4.0950 -1.6297
C10 -0.7584 4.5585 -2.4124
C11 -0.5313 5.5584 -3.3430
C12 0.7442 6.0911 -3.4981
C13 1.8040 5.6090 -2.7369
C14 1.5827 4.6142 -1.7977
H1 -0.2641 0.8189 5.6722
H2 -2.2137 0.2446 7.0866
H3 -4.4264 -0.1960 6.0018
H4 -4.6114 -0.1717 3.5968
H5 -2.7039 0.8299 -0.2810
H6 -1.7496 4.1381 -2.2729
H7 -1.3512 5.9289 -3.9466
H8 0.9113 6.8907 -4.2097
H9 2.8000 6.0122 -2.8717
H10 2.3965 4.2455 -1.1812
C15 2.1663 -2.6382 0.2415
C16 0.9589 -2.5042 0.9152
C17 0.5475 -1.2538 1.3095
N3 1.2847 -0.1527 1.0602
C18 2.4380 -0.2816 0.3884
C19 2.9138 -1.5058 -0.0255
H11 2.5145 -3.6152 -0.0751
H12 0.3292 -3.3586 1.1258
H13 -0.3849 -1.1153 1.8385
H14 2.9849 0.6218 0.1885
H15 3.8607 -1.5494 -0.5530
S1 8.0314 3.3334 0.8553
C20 6.5698 2.6986 1.2375
S2 5.2846 3.6603 1.8975
C21 4.2658 2.2625 2.0309
N4 4.8039 1.1816 1.6145
N5 6.0856 1.4092 1.1474
C22 6.8270 0.2274 0.7638
C23 7.8197 0.2767 -0.2026
C24 8.5164 -0.8831 -0.5202
C25 8.2221 -2.0861 0.1006
C26 7.2102 -2.1312 1.0524
C27 6.5153 -0.9798 1.3900
S3 2.6689 2.4697 2.7275
H16 8.0614 1.2037 -0.6946
H17 9.3062 -0.8361 -1.2599
H18 8.7795 -2.9811 -0.1510
H19 6.9725 -3.0616 1.5554
H20 5.7447 -1.0030 2.1489
C28 6.1321 -1.5668 -3.8692
C29 4.7659 -1.0390 -3.5074
C30 3.6356 -1.8483 -3.6132
C31 2.3809 -1.3837 -3.2466
C32 2.2474 -0.0849 -2.7906
C33 3.3540 0.7552 -2.6948
C34 4.6072 0.2756 -3.0577
S4 0.6760 0.4380 -2.1298
C35 -0.0189 0.9500 -3.6868
O3 -0.0438 -0.8006 -1.6790
H21 6.1258 -2.6517 -3.9740
H22 6.8631 -1.2961 -3.1094
H23 6.4722 -1.1387 -4.8180
H24 3.7441 -2.8647 -3.9802
H25 1.5071 -2.0290 -3.2883
H26 3.2332 1.7755 -2.3295
H27 5.4784 0.9217 -2.9811
H28 -0.0017 0.1002 -4.3710
H29 0.5817 1.7816 -4.0686
H30 -1.0417 1.2808 -3.4931
C36 -2.7625 0.2201 1.7400
Ge1 -4.2962 -0.8805 1.0170
C37 -4.8781 -2.2498 2.2503
C38 -6.1585 -2.2702 2.8080
C39 -6.5376 -3.3011 3.6642
C40 -5.6439 -4.3229 3.9612
C41 -4.3704 -4.3180 3.4014
C42 -3.9907 -3.2864 2.5508
C43 -3.6868 -1.8478 -0.5421
C44 -2.3479 -2.1363 -0.7887
C45 -1.9796 -2.9519 -1.8559
C46 -2.9532 -3.4903 -2.6847
C47 -4.2983 -3.2127 -2.4491
C48 -4.6636 -2.4022 -1.3825
C49 -5.6629 0.3864 0.5123
C50 -6.4892 0.9949 1.4628
C51 -7.4669 1.9023 1.0764
C52 -7.6354 2.2117 -0.2686
C53 -6.8105 1.6297 -1.2237
C54 -5.8241 0.7265 -0.8355
H31 -6.8721 -1.4869 2.5699
H32 -7.5302 -3.3028 4.1028
H33 -5.9424 -5.1288 4.6214
H34 -3.6750 -5.1178 3.6270
H35 -2.9974 -3.2968 2.1082
H36 -1.5708 -1.6953 -0.1741
H37 -0.9291 -3.1497 -2.0404
H38 -2.6694 -4.1240 -3.5184
H39 -5.0610 -3.6303 -3.0960
H40 -5.7173 -2.2065 -1.1999
H41 -6.3730 0.7689 2.5192
H42 -8.0999 2.3665 1.8234
H43 -8.4086 2.9085 -0.5716
H44 -6.9391 1.8714 -2.2742
H45 -5.1819 0.2819 -1.5886

The value obtained for the orbital gap is 5.314 eV. As for the energy above the lowest of the compared OMol25 structures with the same formula, charge and spin: 1.952 eV. For the highest occupied orbital energy, the calculation gives -10.0756 eV. The total energy is -6334.46674 Eh. Its charge is +1.

---

# 2
Computed, not measured: C28H41AsBClN9OW as an isolated structure, with ωB97M-V/def2-TZVPD.

Geometry (Å):
W1 -2.1085 0.8489 -0.4772
C1 -3.9922 4.5386 0.1338
C2 -2.8966 3.8230 -0.2589
N1 -3.1869 2.4842 -0.2058
N2 -4.4907 2.3664 0.2022
C3 -4.9796 3.5773 0.4048
B1 -5.1736 0.9587 0.2570
N3 -4.9271 0.2784 -1.1271
C4 -5.7684 -0.2790 -1.9807
C5 -5.0484 -0.8603 -3.0346
C6 -3.7360 -0.5983 -2.7528
N4 -3.6400 0.1136 -1.5884
N5 -4.4412 0.1035 1.2940
C7 -4.9135 -0.6709 2.2748
C8 -3.8690 -1.4167 2.7993
C9 -2.7609 -1.0338 2.0693
N6 -3.1051 -0.1142 1.1487
H1 -4.0910 5.6075 0.2038
H2 -1.9268 4.1606 -0.5901
H3 -6.0043 3.7075 0.7152
H4 -6.3313 1.0580 0.4828
H5 -6.8319 -0.2380 -1.8083
H6 -5.4526 -1.3929 -3.8766
H7 -2.8467 -0.8766 -3.2941
H8 -5.9550 -0.6333 2.5467
H9 -3.9149 -2.1215 3.6093
H10 -1.7392 -1.3596 2.1720
C10 4.4215 1.6314 1.4775
C11 4.7737 0.1393 1.5084
C12 5.5956 -0.1570 2.7688
C13 5.6491 -0.1661 0.2859
C14 3.4697 -0.7170 1.4736
O1 2.7674 -0.4633 0.2493
C15 3.7449 -2.2311 1.5978
C16 2.5459 -3.1951 1.5968
C17 1.5939 -3.2019 0.4234
C18 0.2264 -3.3307 0.6673
C19 -0.7117 -3.2916 -0.3612
C20 -0.2590 -3.1579 -1.6668
Cl1 -1.4061 -3.1334 -2.9743
C21 1.1031 -3.1062 -1.9491
C22 2.0142 -3.1305 -0.9069
C23 2.4813 -0.2733 2.5912
N7 1.3134 0.4281 2.0504
C24 0.4170 -0.1010 1.2479
N8 -0.4284 0.8502 0.8314
C25 0.0543 1.9925 1.4581
N9 1.1066 1.7573 2.1794
H11 5.3337 2.2142 1.3576
H12 3.9494 1.9759 2.3974
H13 3.7639 1.8741 0.6402
H14 6.4191 0.5527 2.8375
H15 6.0316 -1.1546 2.7541
H16 5.0147 -0.0529 3.6872
H17 6.5531 0.4396 0.3416
H18 5.1717 0.1088 -0.6596
H19 5.9715 -1.2059 0.2317
H20 3.3831 -0.6735 -0.4636
H21 4.2812 -2.4164 2.5302
H22 4.4494 -2.5160 0.8130
H23 1.9440 -3.0593 2.4987
H24 2.9628 -4.2007 1.7116
H25 -0.1153 -3.5014 1.6850
H26 -1.7645 -3.4440 -0.1633
H27 1.4412 -3.0653 -2.9756
H28 3.0706 -3.0998 -1.1449
H29 2.9222 0.3889 3.3290
H30 2.0808 -1.1378 3.1148
H31 0.4276 -1.1345 0.9253
H32 -0.3999 2.9676 1.3846
C26 -0.3745 3.3144 -2.9450
As1 -0.4876 1.4298 -2.5183
C27 -0.8721 0.6063 -4.2206
C28 1.3159 0.8859 -2.1150
H33 0.3309 3.4187 -3.7710
H34 0.0002 3.8757 -2.0900
H35 -1.3487 3.6916 -3.2513
H36 -0.0690 0.9009 -4.8988
H37 -1.8194 0.9695 -4.6163
H38 -0.8703 -0.4794 -4.1299
H39 1.9189 1.0500 -3.0090
H40 1.3316 -0.1710 -1.8474
H41 1.7109 1.4740 -1.2881

The value obtained for the orbital gap (alpha / beta) is 5.016 / 5.771 eV. As for the energy above the lowest of the compared OMol25 structures with the same formula, charge and spin: 0.000 eV. The expectation value of S² is 2.017. For the highest occupied orbital energy (alpha / beta), the calculation gives -16.2538 / -16.2546 eV. The total energy is -4446.64558 Eh. Its spin multiplicity is 3. Its charge is +3.

---

# 3
Computed, not measured: C11H20Cl8F3GaNO as an isolated structure, with ωB97M-V/def2-TZVPD.

Geometry (Å):
C1 3.6415 -1.7860 3.2589
C2 3.6253 -1.0725 1.9152
O1 4.4185 -0.1562 1.7323
N1 2.6844 -1.5366 1.0000
C3 3.2582 -2.5532 0.1075
Ga1 1.6415 -0.1491 0.0566
C4 -0.2641 -0.8909 0.1273
C5 -0.8609 -0.8362 1.5564
C6 -1.2257 -2.1317 2.1928
F1 -0.7547 -2.3394 3.4523
C7 -1.9926 -3.1098 1.7044
F2 -2.6529 -3.0663 0.5401
F3 -2.2798 -4.2550 2.3345
H1 4.5664 -2.3516 3.3512
H2 3.5864 -1.0559 4.0616
H3 2.7992 -2.4655 3.3355
H4 4.3495 -2.5734 0.1802
H5 3.0235 -2.3326 -0.9305
H6 2.9044 -3.5592 0.3553
H7 2.1206 -0.1579 -1.4800
H8 1.7572 1.2936 0.7438
H9 -0.8956 -0.3364 -0.5619
H10 -0.1972 -1.9261 -0.2003
H11 -0.1729 -0.3550 2.2517
H12 -1.7645 -0.2190 1.5696
C8 -0.5260 -3.9852 -2.9100
Cl1 1.1364 -4.0687 -2.3289
Cl2 -0.6761 -3.0318 -4.3955
H13 -0.8709 -4.9900 -3.1205
H14 -1.1271 -3.5137 -2.1469
C9 0.2096 3.3184 -2.7021
Cl3 1.2297 2.0681 -3.4041
Cl4 -0.9036 2.6877 -1.4764
H15 0.8421 4.0613 -2.2326
H16 -0.3837 3.7618 -3.4903
C10 -2.4055 6.1365 -3.6361
Cl5 -0.7357 6.6875 -3.4496
Cl6 -2.5831 4.9693 -4.9517
H17 -2.7092 5.6589 -2.7123
H18 -3.0255 6.9958 -3.8572
C11 -3.8776 2.5497 2.8252
Cl7 -2.7394 2.6673 1.4865
Cl8 -3.4017 3.5416 4.2140
H19 -4.8477 2.8911 2.4866
H20 -3.9207 1.5164 3.1474

The value obtained for the orbital gap is 6.433 eV. For the highest occupied orbital energy, the calculation gives -4.3197 eV. The total energy is -6467.01225 Eh. Its charge is -1.

---

# 4
Computed, not measured: one molecule with the formula C19H23N3O in a non-equilibrium geometry, with ωB97M-V/def2-TZVPD.

Geometry (Å):
N1 -1.9193 -8.1059 -4.8196
O1 -0.3274 0.5384 -2.3744
C1 -1.9499 -7.0451 -4.3399
C2 -0.1422 0.0398 -1.2620
C3 -2.1327 -5.6675 -2.3841
C4 -1.4698 -4.6281 -4.4808
C5 -2.0207 -4.4443 -1.7339
C6 -1.4023 -3.3901 -3.8274
C7 -1.8631 -5.7520 -3.7357
C8 -1.7333 -3.2940 -2.4765
N2 0.5007 0.8202 -0.2905
N3 1.1896 2.6871 1.7890
C9 0.7633 0.3640 1.0684
C10 1.2092 2.0319 -0.6520
C11 0.4009 1.4811 2.0762
C12 0.9933 3.1628 0.3757
C13 2.6029 4.5658 4.2227
C14 1.7310 3.3267 4.2087
C15 2.1600 4.8795 2.8130
C16 1.1393 3.7207 2.8481
C17 -2.0226 -1.6073 -0.4200
C18 -1.8136 -1.9152 -1.8890
C19 -0.6617 -1.3771 -0.9964
H1 -2.4937 -6.5591 -1.8791
H2 -1.1196 -4.7755 -5.5120
H3 -2.2238 -4.4289 -0.6802
H4 -1.0939 -2.5161 -4.4054
H5 1.7963 0.0862 1.2081
H6 0.1517 -0.4869 1.2757
H7 2.2731 1.8575 -0.7122
H8 0.8887 2.4275 -1.6080
H9 0.6481 1.1164 3.0625
H10 -0.6359 1.7216 1.9925
H11 1.6359 4.0088 0.1444
H12 -0.0616 3.5548 0.2624
H13 3.6716 4.3540 4.3617
H14 2.3018 5.3072 4.9949
H15 2.2110 2.3445 4.1936
H16 0.9655 3.3057 5.0139
H17 1.7218 5.8524 2.6576
H18 2.9546 4.7108 2.0525
H19 0.1037 4.0647 2.9233
H20 -2.1993 -2.3938 0.3250
H21 -2.6068 -0.6797 -0.1812
H22 -2.2204 -1.1841 -2.5718
H23 0.0997 -2.0793 -0.6381

The value obtained for the orbital gap is 8.984 eV. As for the energy above the lowest of the compared OMol25 structures with the same formula, charge and spin: 3.003 eV. For the highest occupied orbital energy, the calculation gives -8.5351 eV. As for the structure (SMILES): N#Cc1ccc([C@H]2C[C@@H]2C(=O)N2CCN(C3CCC3)CC2)cc1. The total energy is -977.24299 Eh. Its charge is 0.

---

# 5
Computed, not measured: C34H80N21O12 as an isolated structure in a non-equilibrium geometry, with ωB97M-V/def2-TZVPD.

Geometry (Å):
C1 1.3307 -1.1023 3.1053
C2 1.0054 -1.7709 1.8332
O1 0.1354 -2.6275 1.7979
O2 1.6890 -1.4610 0.7224
C3 0.8285 -1.0215 -0.3604
C4 1.4792 0.0515 -1.2035
C5 1.2066 1.4840 -0.7152
C6 1.3187 1.6630 0.7910
C7 0.2869 2.6646 1.3917
C8 -0.6132 2.0073 2.4410
C9 -2.0570 2.5667 2.4301
C10 -3.1487 1.5571 2.1492
C11 -3.2608 1.2025 0.6616
C12 -2.9436 2.3918 -0.2412
C13 -3.7869 3.6253 0.0370
C14 -4.0568 4.4831 -1.1993
C15 -2.7835 4.8977 -1.8933
C16 -2.7025 4.8288 -3.2503
C17 -1.5543 5.1491 -3.9164
C18 -0.4624 5.5488 -3.2137
C19 -0.5390 5.6597 -1.8551
C20 -1.6927 5.3415 -1.1961
C21 -4.6627 0.6825 0.3452
C22 -4.7971 0.1247 -1.0632
C23 -3.7690 -0.9502 -1.3280
N1 -2.4018 -0.4944 -0.9773
C24 -2.3410 0.0337 0.4155
H1 0.4414 -0.8179 3.6370
H2 1.9265 -1.7409 3.7376
H3 1.9052 -0.2041 2.9647
H4 -0.1233 -0.6547 -0.0307
H5 0.6319 -1.8920 -0.9690
H6 2.5258 -0.1681 -1.3447
H7 1.0425 -0.0223 -2.1875
H8 0.2216 1.7801 -1.0521
H9 1.8834 2.1320 -1.2467
H10 1.2071 0.7239 1.2948
H11 2.3091 2.0192 1.0346
H12 -0.3046 3.0816 0.5882
H13 0.8307 3.4858 1.8291
H14 -0.5729 0.9352 2.3424
H15 -0.1958 2.2319 3.4100
H16 -2.0836 3.4065 1.7545
H17 -2.2365 2.9642 3.4096
H18 -4.0954 1.9692 2.4713
H19 -2.9704 0.6675 2.7440
H20 -1.8995 2.6407 -0.0993
H21 -3.0162 2.1242 -1.2867
H22 -3.3011 4.2751 0.7439
H23 -4.7459 3.3854 0.4768
H24 -4.6503 5.3404 -0.9246
H25 -4.6106 3.8803 -1.9115
H26 -3.5665 4.5117 -3.8059
H27 -1.5167 5.0774 -4.9861
H28 0.4588 5.7918 -3.7057
H29 0.3043 5.9887 -1.2819
H30 -1.7235 5.4416 -0.1280
H31 -5.4160 1.4378 0.5069
H32 -4.8888 -0.1314 1.0281
H33 -5.7692 -0.3177 -1.2084
H34 -4.6902 0.8875 -1.8246
H35 -4.0148 -1.8258 -0.7479
H36 -3.7409 -1.2663 -2.3588
H37 -2.0056 0.1719 -1.6730
H38 -1.7797 -1.3061 -1.0169
H39 -1.3237 0.2590 0.6619
H40 -2.6711 -0.7706 1.0537
C25 -0.2394 -1.0298 6.8080
O3 0.2821 -0.1501 6.1349
N2 -0.0375 -1.1415 8.1497
N3 -1.0654 -1.9752 6.2627
H41 -0.4528 -1.8564 8.7214
H42 0.5636 -0.4660 8.5831
H43 -1.2344 -1.9300 5.2768
H44 -1.4986 -2.7017 6.8003
C26 4.6189 1.6894 -3.1598
O4 3.4036 1.7420 -3.1055
N4 5.3117 1.8146 -4.3397
N5 5.3999 1.4829 -2.0611
H45 6.3140 1.7695 -4.3895
H46 4.7836 1.9685 -5.1788
H47 4.9355 1.3751 -1.1798
H48 6.4003 1.4175 -2.0998
C27 3.8150 -5.4301 1.4081
O5 4.8091 -6.0862 1.6646
N6 3.7293 -4.0908 1.6637
N7 2.6994 -5.9809 0.8357
H49 2.9186 -3.5431 1.4500
H50 4.5272 -3.6503 2.0791
H51 2.7236 -6.9617 0.6325
H52 1.8772 -5.4517 0.6166
C28 2.1408 -2.9131 10.8128
O6 0.9461 -2.7659 11.0157
N8 2.6655 -2.9508 9.5489
N9 3.0429 -3.0490 11.8286
H53 3.6412 -3.0685 9.3551
H54 2.0205 -2.8555 8.7872
H55 2.6869 -3.0255 12.7653
H56 4.0260 -3.1713 11.6814
C29 -2.8016 2.5433 6.7360
O7 -3.2178 2.8128 5.6204
N10 -3.3280 3.1094 7.8646
N11 -1.7835 1.6540 6.9458
H57 -3.0029 2.9019 8.7888
H58 -4.0765 3.7646 7.7442
H59 -1.3782 1.2015 6.1437
H60 -1.4365 1.4256 7.8569
C30 6.8597 -1.7873 -4.2969
O8 7.5128 -1.1747 -3.4480
N12 5.8633 -1.1802 -4.9932
N13 7.0910 -3.0925 -4.5754
H61 5.3017 -1.6453 -5.6798
H62 5.6925 -0.2138 -4.7670
H63 7.8127 -3.5558 -4.0566
H64 6.5596 -3.6133 -5.2448
C31 -1.4128 5.9763 -8.2889
O9 -0.7489 6.1487 -7.2830
N14 -2.4838 6.7685 -8.6047
N15 -1.1414 4.9772 -9.1859
H65 -3.0392 6.6442 -9.4288
H66 -2.7066 7.5121 -7.9708
H67 -0.3617 4.3809 -8.9856
H68 -1.6751 4.8227 -10.0192
C32 -2.2025 -1.9438 -3.1690
O10 -1.4175 -1.3491 -2.4171
N16 -3.3263 -1.3528 -3.6418
N17 -1.9925 -3.2166 -3.5739
H69 -3.9670 -1.8159 -4.2607
H70 -3.4912 -0.3975 -3.3797
H71 -1.1624 -3.6764 -3.2494
H72 -2.6212 -3.7120 -4.1903
C33 -3.8531 -6.2399 -5.4271
O11 -3.5687 -5.0633 -5.6196
N18 -5.1434 -6.6732 -5.3648
N19 -2.8989 -7.2010 -5.2672
H73 -5.3966 -7.6310 -5.2144
H74 -5.8664 -5.9898 -5.4861
H75 -1.9401 -6.9138 -5.3186
H76 -3.1112 -8.1683 -5.1144
C34 5.7671 -3.5661 -1.0558
O12 5.0230 -3.7006 -2.0179
N20 6.7582 -2.6270 -1.0198
N21 5.6540 -4.3490 0.0612
H77 7.3633 -2.5110 -0.2300
H78 6.8776 -2.0210 -1.8276
H79 4.9345 -5.0463 0.0725
H80 6.2449 -4.2580 0.8646

The value obtained for the orbital gap is 8.380 eV. For the highest occupied orbital energy, the calculation gives -10.2050 eV. The total energy is -3396.33734 Eh. Its charge is +1.